Entry 1:
Here is 13 unconnected molecules or ions with the total composition C4H31NO12 from the OMol25 dataset. Energies are from ωB97M-V/def2-TZVPD.

XYZ file:
```
48
Properties=species:S:1:pos:R:3:nbo_charge:R:1
O -0.816 -0.148 3.359 -0.9929
H -0.109 0.777 -1.552 0.2711
H -3.638 -0.190 0.369 0.4597
H -1.135 -0.928 3.812 0.4936
H 3.064 -0.656 2.742 0.4951
H 3.559 0.649 -0.423 0.4489
C 1.696 2.701 -1.582 -0.7184
H 0.036 -3.271 -0.864 0.4816
O 1.526 -0.949 -2.196 -0.9776
H -2.329 1.429 0.588 0.4904
H 1.756 -1.283 -1.325 0.4901
H 1.913 2.272 -2.572 0.2829
O -3.351 -0.940 -0.167 -0.9533
C -2.698 1.395 -2.104 0.1199
H -2.313 1.115 -3.083 0.2224
H 0.023 3.811 -0.859 0.2390
H 1.644 -1.598 -2.894 0.4946
H -2.937 2.253 1.878 0.4986
O 4.184 1.352 -0.215 -0.9095
O 3.112 -1.001 1.844 -0.9789
H -0.738 -1.493 -2.894 0.4837
C -0.561 1.752 -1.388 0.1271
H -2.088 -2.220 -3.148 0.4951
H 1.847 -2.736 1.712 0.5012
H 0.840 -0.494 1.351 0.5106
O 1.684 2.203 1.880 -0.9873
O -0.876 -3.297 -1.168 -0.9454
H -3.743 1.174 -1.915 0.2214
H 2.252 3.635 -1.644 0.2582
H 3.645 2.012 0.241 0.4821
N -1.901 1.762 -1.191 -0.3989
H 3.328 -0.284 1.242 0.4852
H -0.321 0.215 1.236 0.5016
O -2.099 -3.019 1.873 -0.9311
H 2.142 -3.320 0.371 0.4764
H -1.281 0.680 3.492 0.5076
H 0.982 1.738 1.372 0.4862
O -2.338 1.584 1.542 -0.9984
O 0.511 0.164 0.714 -0.9895
H 1.267 2.919 2.374 0.4771
C 0.264 2.843 -1.272 0.0621
O 1.394 -3.070 0.927 -0.9773
H -3.208 -1.607 0.531 0.4890
H 2.196 1.987 -0.939 0.2797
H -1.452 -3.180 -0.413 0.4626
H -1.387 -3.236 1.263 0.4697
H -1.885 -2.144 2.213 0.4674
O -1.662 -1.361 -3.117 -0.9734
```

Summary:
LUMO energy (alpha / beta) in Eh: -0.149 / -0.265
Net charge: +1
Relative energy (zero: lowest compared OMol25 entry of this formula, charge and spin) in kcal per mole: 32.1
2S+1: 2
⟨S²⟩: 0.758
Frontier orbital gap (alpha / beta) in Ha: 0.3531 / 0.2373

Entry 2:
Here is 2 unconnected molecules or ions with the total composition C4H10NO2 from the OMol25 dataset. Energies are from ωB97M-V/def2-TZVPD.

XYZ file:
```
17
Properties=species:S:1:pos:R:3:nbo_charge:R:1
H 1.355 -1.480 0.635 0.1910
H -2.235 0.588 1.239 0.1699
C -1.730 -0.149 0.612 -0.4374
H 1.382 0.670 1.504 0.1823
C 0.395 0.877 1.126 -0.4344
H 0.490 1.244 0.083 0.2465
H 0.260 -1.203 -0.731 0.2173
C 0.277 -1.430 0.340 -0.4264
H -2.306 -1.064 0.660 0.1697
C 1.127 0.733 -2.134 0.6219
H -0.216 -2.422 0.562 0.1594
O -0.121 0.650 -1.851 -0.8202
N -0.377 -0.377 1.140 -0.4664
H -0.095 1.587 1.818 0.1567
H -1.650 0.225 -0.444 0.2316
O 2.087 0.750 -1.323 -0.7738
H 1.357 0.802 -3.236 0.0123
```

Summary:
LUMO energy in Eh: 0.157
Net charge: -1
Relative energy (zero: lowest compared OMol25 entry of this formula, charge and spin) in kcal per mole: 35.4
Frontier orbital gap in Ha: 0.2918

Entry 3:
Here is a molecular structure, C31H50BrN3NiOP2 from the OMol25 dataset. Energies are from ωB97M-V/def2-TZVPD.

XYZ file:
```
89
Properties=species:S:1:pos:R:3:mulliken_charge:R:1
H 3.181 -4.373 -0.623 0.1771
H 1.270 1.236 1.551 0.7414
H 1.288 -3.282 0.598 0.1883
H 0.875 0.428 6.184 0.3203
H -3.669 1.383 3.210 -0.0409
H -0.974 -0.778 -2.689 -0.4053
H 1.264 2.364 -0.678 0.6035
H -0.796 5.073 -7.357 0.3698
C 0.375 1.242 0.932 -1.0671
C -0.598 4.946 -6.289 -0.3827
H -2.247 -1.645 -0.407 -0.6163
H 1.656 1.581 3.996 0.1342
N -2.467 1.425 4.905 0.2613
H -3.891 2.819 4.227 0.3288
C 3.500 -0.274 0.661 -0.6801
H 0.090 4.649 -2.533 0.3899
H -3.388 0.398 6.432 0.4462
H -2.027 -2.003 -5.030 0.3852
H 3.735 -0.702 -3.686 0.4403
N -0.354 6.032 -5.566 -0.5258
C 3.256 -1.685 -1.824 -0.5353
H -2.766 -0.593 -2.395 0.7029
C -2.496 1.014 6.286 -0.6401
N -0.161 1.799 5.026 0.3232
H 5.002 -1.664 1.435 0.3057
H -0.149 -5.045 -1.345 0.2906
C 0.322 -4.612 -2.238 -1.4672
H 2.401 -2.549 1.757 0.5348
H 2.623 -2.358 -2.428 0.3675
C -0.109 5.922 -4.263 -0.4232
C -0.544 2.249 -3.705 -0.9887
H -1.213 -0.039 7.631 0.3673
C -2.015 -1.076 -3.029 0.3381
H -4.420 -2.802 -0.891 0.3627
C 2.305 -2.868 0.707 -0.4539
P 2.300 -1.309 -0.293 1.4194
C 3.346 -3.930 0.368 -1.2611
C -0.743 0.505 1.348 0.4880
C -1.982 0.745 0.732 -1.1105
H 3.059 -0.163 1.665 0.4412
H 0.416 -2.557 -1.510 -1.0041
H 1.634 2.850 5.238 0.4099
C -3.703 1.736 4.247 -0.6160
C -0.397 3.518 -4.353 0.7557
H -3.507 -1.165 -4.570 0.4035
C -1.353 2.056 4.380 0.2921
C -1.233 0.241 6.576 -0.5111
H 2.802 0.323 -2.582 0.2408
H 5.555 -0.003 1.204 0.4068
H -0.799 2.788 -6.372 0.3633
H 0.521 -2.720 -3.270 0.7061
H 3.483 0.722 0.189 0.4024
C 3.600 -0.430 -2.632 -1.3935
Ni -0.865 0.527 -3.811 -0.2444
H -2.131 -0.219 -5.132 0.4996
P -1.800 -2.821 -2.520 -0.2910
C -2.243 -2.699 -0.721 0.9460
H 3.270 -4.742 1.102 0.4460
C -0.801 1.806 -1.093 0.8551
H 0.171 1.784 7.077 0.3371
C 0.025 -3.119 -2.375 0.7052
H -1.444 -3.202 -0.157 0.1616
H -3.765 -3.364 0.660 0.4061
C 1.033 2.362 4.460 -1.0681
C -0.712 1.723 -2.499 0.6178
H 0.095 6.840 -3.714 0.3854
C 4.932 -0.795 0.768 -1.3510
H -3.618 -4.385 -0.787 0.3947
H -2.956 1.587 -1.005 0.6590
C -3.593 -3.351 -0.423 -1.5331
H 5.369 -1.055 -0.205 0.3181
H -2.558 1.888 6.959 0.2481
H -0.056 -5.161 -3.109 0.4565
C -0.112 4.685 -3.603 -0.3195
H -1.218 -0.678 5.981 0.1814
H -2.901 0.363 1.179 0.7257
H 1.402 -4.801 -2.170 0.3219
C -0.608 3.658 -5.744 -0.4748
H 4.537 0.029 -2.288 0.2862
H 0.757 3.088 3.693 0.3432
C 0.369 1.881 -0.301 -0.2030
O -1.433 2.763 3.366 -0.7269
C -2.414 -1.108 -4.524 -1.3544
H -4.520 1.233 4.773 0.3619
C -0.013 1.068 6.260 -0.6310
H 4.161 -2.247 -1.556 0.5282
C -2.020 1.422 -0.477 -0.8518
Br -0.566 -0.837 2.592 -0.0105
H 4.372 -3.543 0.416 0.2890
```

Summary:
LUMO energy (alpha / beta) in Eh: -0.239 / -0.342
Net charge: +2
Relative energy (zero: lowest compared OMol25 entry of this formula, charge and spin) in kcal per mole: 5.8
2S+1: 3
⟨S²⟩: 2.014
Frontier orbital gap (alpha / beta) in Ha: 0.2222 / 0.1186

Entry 4:
Here is 2 unconnected molecules or ions with the total composition C4H4S from the OMol25 dataset. Energies are from ωB97M-V/def2-TZVPD.

XYZ file:
```
9
Properties=species:S:1:pos:R:3:nbo_charge:R:1
H -1.319 4.358 -0.576 0.2535
C 0.265 -2.592 -0.553 -0.3157
S 3.386 -3.630 -1.362 0.0729
C -2.067 3.788 1.549 -0.2491
H -2.650 3.485 2.406 0.2405
H 3.272 -4.425 -0.398 0.1170
H -0.677 -2.105 -0.634 0.2477
C 1.424 -2.979 -0.911 -0.1218
C -1.636 4.099 0.479 -0.2448
```

Summary:
LUMO energy in Eh: -0.019
Relative energy (zero: lowest compared OMol25 entry of this formula, charge and spin) in kcal per mole: 142.4
SMILES string: C#CS.C#C
Frontier orbital gap in Ha: 0.3393

Entry 5:
Here is 4 unconnected molecules or ions with the total composition C32H66Br6ClFO4Si from the OMol25 dataset. Energies are from ωB97M-V/def2-TZVPD.

XYZ file:
```
111
Properties=species:S:1:pos:R:3:mulliken_charge:R:1
C 1.252 -1.898 1.708 1.5326
C -2.162 -2.714 1.364 0.1859
H -2.068 -1.927 0.586 0.3297
C 0.927 -4.143 1.133 2.1584
H 1.128 -0.958 -3.324 0.4600
H 0.176 -1.506 3.564 0.4245
C 5.441 9.228 -2.817 -0.5189
H -4.380 -3.178 -2.260 0.2071
C 2.254 2.800 -1.392 -0.4566
C -6.763 -4.979 4.913 -0.6462
C 1.597 -3.077 4.060 -0.8393
H -0.932 5.920 1.017 0.3403
C -1.640 9.285 -3.592 -0.5377
H 0.535 6.584 -1.797 -0.2699
O 2.689 -0.861 -0.120 -0.4099
Br 1.024 9.417 -2.548 -0.1066
C 6.079 10.231 -1.891 -0.5924
Br -4.169 -6.049 4.339 -0.0318
H 2.248 -3.793 3.516 0.4112
H -7.611 -4.382 4.580 0.3785
H -0.209 -4.792 -0.650 0.4363
H -1.500 -2.412 2.215 -0.2542
H 0.046 -3.175 5.583 0.3851
H 6.421 11.103 -2.447 0.3450
C -4.856 -2.329 -2.813 -1.0599
H -6.231 -4.444 5.695 0.3817
Br -7.546 -6.560 5.738 -0.1535
C 0.960 -6.685 1.081 0.0806
C 1.911 4.706 1.450 -1.0240
H -0.021 8.031 -4.336 0.3815
H 0.021 -6.689 0.473 0.2188
O 1.858 -3.072 1.205 -0.5223
H 2.974 5.019 1.356 0.2651
H 4.465 9.541 -3.180 0.3005
H 0.074 9.741 -4.802 0.3751
Br 4.796 10.923 -0.599 -0.1328
C 1.716 -8.018 0.743 -0.4705
H 3.973 1.680 -0.678 0.3402
H -6.327 -6.097 3.096 0.3610
H -1.343 -5.865 3.915 0.1646
H -1.510 -4.755 1.709 -0.0048
Br -2.305 7.826 -2.485 -0.1272
H -1.726 -0.881 -5.133 0.4137
H 1.581 0.764 -3.429 0.5088
H 0.193 0.896 -0.987 0.5104
C 1.774 -5.405 0.677 -1.5336
H 0.713 -6.600 2.164 -0.0120
H 6.092 9.023 -3.667 0.3361
H -0.520 0.979 -4.530 0.4003
H -1.361 4.206 0.787 0.2810
H -1.095 -6.454 5.627 0.3603
H 0.220 -1.712 1.325 -0.6189
Br 5.196 7.506 -1.939 -0.1101
C -0.211 9.051 -4.009 -0.6654
H 1.809 3.665 1.858 0.2372
C -2.423 -1.519 -3.117 0.0251
H -2.077 -2.421 -2.550 -0.1657
H 2.654 1.834 0.513 0.0641
H -5.640 -4.462 3.157 0.0230
Si 0.947 4.745 -0.192 0.5132
H -1.774 10.201 -3.022 0.3548
H 3.011 -0.596 1.874 0.3306
C 0.264 -3.699 4.609 -0.5441
H 6.910 9.820 -1.323 0.3689
H 0.942 -8.810 0.600 0.2939
H -0.598 -3.471 3.935 0.3029
H 2.789 -5.343 1.133 0.4134
H -0.144 -3.017 -0.530 -0.3517
F 2.459 -7.929 -0.426 -0.3053
H -4.141 -0.884 -4.302 0.3442
H 2.057 6.879 -0.789 0.3401
C -0.226 -3.943 0.081 -0.4237
H -1.266 0.847 -2.889 0.3934
C -1.628 -4.082 0.823 -0.3430
H 0.460 -4.396 2.119 -0.9694
H 1.353 5.359 2.168 0.3716
H 2.947 3.679 -1.398 0.4218
C -3.782 -1.840 -3.857 -0.6047
H -2.295 9.303 -4.462 0.3472
C -0.887 5.082 0.273 -1.0383
C 0.801 0.075 -3.030 -0.8538
H -1.687 -4.794 5.318 0.4042
C -0.991 -5.588 4.939 -0.7851
H -3.616 -2.637 -4.623 0.3115
Cl -3.839 -2.823 2.078 -0.2814
H -2.381 -4.544 0.135 0.4751
H 2.181 -2.755 4.962 0.3798
H 1.850 -0.899 3.597 0.6081
H 2.949 -0.037 -1.974 0.3814
O 0.955 3.200 -0.939 -0.1580
H -0.566 -1.876 -4.195 0.3890
C 0.850 0.125 -1.446 0.9461
H 1.918 -5.378 -0.428 0.3423
C 2.859 1.606 -0.557 -0.3565
C -5.885 -5.345 3.745 -0.2352
H 2.154 2.442 -2.443 0.1217
C 1.231 -1.769 3.276 -1.1685
H -5.175 -1.525 -2.113 0.3015
C 2.378 0.197 -1.038 -0.1853
H -2.640 -0.733 -2.346 0.2834
C 1.471 6.142 -1.380 -0.4611
H 2.309 -8.310 1.638 0.3096
O 0.368 -5.105 4.877 -0.4554
H -1.497 5.400 -0.605 0.1291
C -0.636 0.319 -3.639 -0.9677
H -5.747 -2.772 -3.326 0.3443
H 2.037 5.690 -2.227 0.3093
C -1.300 -1.044 -4.114 -0.8105
H 1.489 0.228 1.284 0.4428
H 0.461 -0.865 -1.086 -1.1824
C 2.132 -0.676 1.180 -1.1537
```

Summary:
LUMO energy in Eh: 0.017
SMILES string: CCCCCCC[C@@H](CCO[Si](C)(C)C)OC[C@H](CCCOC)O[C@H](CCCF)CCCCl.BrCCBr.BrCCBr.BrCCBr
Frontier orbital gap in Ha: 0.3579

> Which formula does entry 4 have?

C4H4S